Here is an isolated molecule of C3H3NO from the OMol25 dataset. Energies are from wB97M-V/def2-TZVPD.

Positions of all 8 atoms, in Å:
O1 0.96 -1.15 0.94
N1 0.99 -0.17 0.13
C1 -0.25 0.09 -0.37
C2 -1.50 -0.48 0.15
C3 -1.27 0.54 -1.00
H1 1.25 -0.56 1.51
H2 1.71 0.66 0.30
H3 -1.89 1.06 -1.67

Calculated values
Max |F| ... 11.99 eV/Å
SMILES ... ONC1=C=C1

The computed natural (NBO) charges, all in e, follow: atom 1 (O): -0.48, atom 2 (N): -0.32, atom 3 (C): 0.03, atom 4 (C): -0.04, atom 5 (C): -0.26, atom 6 (H): 0.46, atom 7 (H): 0.37, atom 8 (H): 0.24

Here is an isolated molecule of C3H3NO from the OMol25 dataset. Energies are from wB97M-V/def2-TZVPD.

Positions of all 8 atoms, in Å:
N1 -0.18 -1.18 -2.07
C1 -0.24 -0.52 -1.12
C2 -0.32 0.64 -0.06
C3 0.33 -0.22 0.98
O1 0.83 -1.20 0.48
H1 0.41 1.31 -0.53
H2 -1.18 1.28 0.26
H3 0.35 -0.11 2.06

Calculated values
Max |F| ... 3.26 eV/Å
SMILES ... N#CCC=O

The computed natural (NBO) charges, all in e, follow: atom 1 (N): -0.34, atom 2 (C): 0.29, atom 3 (C): -0.59, atom 4 (C): 0.41, atom 5 (O): -0.47, atom 6 (H): 0.28, atom 7 (H): 0.27, atom 8 (H): 0.16

no.,electronic energy (Ha),gap between HOMO and LUMO (eV)
1,-245.80131,9.428
2,-246.02504,10.553